This record from the Open Molecules 2025 dataset describes 2 unconnected molecules or ions with the total composition C4H11N3O2. The level of theory is wB97M-V/def2-TZVPD.

Last column: natural (NBO) charge in e.
Geometry (Å):
O (2.1768, 1.4623, -1.0521)  -0.3841
O (-0.9431, -1.5059, 0.5963)  -0.5705
N (0.8811, 0.5401, -1.4031)  0.1210
N (1.3716, 0.7289, -0.1298)  -0.0498
N (1.0568, -0.6319, -1.9927)  -0.6029
C (-1.2582, 0.5222, 1.8111)  -0.7363
C (2.0884, -0.3456, 0.5398)  -0.4908
C (-1.4532, -0.4085, 0.6417)  0.6153
C (-2.2893, 0.1380, -0.4868)  -0.7293
H (2.4818, 0.0887, 1.4561)  0.2263
H (-1.7890, 1.0144, -0.8978)  0.2478
H (-2.2052, 0.9626, 2.1191)  0.2229
H (1.3755, -1.1363, 0.7758)  0.2432
H (2.9336, -0.7367, -0.0374)  0.1816
H (-2.4097, -0.6116, -1.2646)  0.2306
H (1.8256, -1.2394, -1.7249)  0.3714
H (0.8239, -0.6148, -2.9743)  0.3903
H (-0.5934, 1.3278, 1.4968)  0.2582
H (-3.2660, 0.4526, -0.1209)  0.2260
H (-0.8080, -0.0069, 2.6476)  0.2291

Results
E in eV: -12886.339
Energy above the lowest of the compared OMol25 structures with the same formula, charge and spin in kcal/mol: 149.7
Structure (SMILES): CC(C)=O.Cn1on1N



This record from the Open Molecules 2025 dataset describes 7 unconnected molecules or ions with the total composition C8H30NO9S. The level of theory is wB97M-V/def2-TZVPD.

Last column: natural (NBO) charge in e.
Geometry (Å):
S (-1.9787, 1.3153, 1.6688)  2.3665
O (2.5068, -4.1600, 4.8153)  -0.9641
O (3.4241, -4.1207, 2.1322)  -0.9977
O (-2.7121, 5.0874, 0.8597)  -0.9475
O (-2.0638, -0.1133, 1.6181)  -0.9533
O (3.8519, 1.6737, -2.9686)  -0.9368
O (1.0940, 2.6073, -2.8531)  -0.9935
O (-0.3247, 5.1409, -3.2005)  -0.9589
O (-0.8847, 1.9615, 2.3379)  -0.9462
O (-3.3269, 1.7606, 2.3785)  -0.8770
N (1.6060, -2.3666, 0.8427)  -0.5143
C (-2.3656, 0.9807, -1.0926)  -0.4140
C (-2.1262, 2.0046, 0.0247)  -0.6886
C (-0.1773, -1.5536, -0.4140)  -0.2270
C (0.4785, -3.3522, 1.0952)  -0.2160
C (-0.8718, -1.0809, -1.6891)  -0.3996
C (-1.0787, 0.4361, -1.7595)  -0.4056
C (-0.6581, -2.8853, 0.1759)  -0.4189
C (1.3232, -1.7669, -0.5058)  -0.2162
H (2.0407, 2.7671, -2.7484)  0.4854
H (-0.5422, 5.8004, -3.8671)  0.4835
H (-0.3235, -0.8009, 0.3664)  0.2254
H (-3.0015, 0.1756, -0.7220)  0.2278
H (1.5552, -1.6204, 1.5373)  0.4247
H (1.9306, -0.8755, -0.6494)  0.2289
H (3.4259, -4.0680, 3.1030)  0.5174
H (-1.8391, -1.5871, -1.7590)  0.2186
H (1.5757, -3.9603, 4.6744)  0.4775
H (0.2385, -3.3255, 2.1547)  0.2222
H (0.8672, -4.3349, 0.8507)  0.2279
H (-0.2996, -1.4104, -2.5618)  0.2149
H (2.5668, -4.3913, 5.7486)  0.4975
H (4.3540, 1.7309, -2.1496)  0.4736
H (-1.9089, 4.7082, 1.2360)  0.4710
H (-0.8923, 5.3422, -2.4497)  0.4815
H (-1.0846, 0.7384, -2.8060)  0.2366
H (-1.6041, -2.7556, 0.6951)  0.2543
H (3.2777, 0.9062, -2.8849)  0.4710
H (3.5322, -5.0599, 1.9471)  0.4907
H (0.7567, 3.3955, -3.3007)  0.4986
H (-2.9407, 2.7241, 0.0811)  0.2753
H (-3.0878, 5.6207, 1.5689)  0.4806
H (-1.1992, 2.5563, -0.1365)  0.2533
H (-2.9463, 1.5027, -1.8535)  0.2314
H (1.5974, -2.5284, -1.2383)  0.2140
H (2.5164, -2.8279, 0.9752)  0.4790
H (-0.2078, 0.9491, -1.3385)  0.2127
H (-0.7974, -3.6226, -0.6179)  0.2201
H (-3.2762, 2.6827, 2.6791)  0.5130

Results
E in eV: -39530.260
Charge: +1



This record from the Open Molecules 2025 dataset describes 12 unconnected molecules or ions with the total composition C39H111N15O12 in a non-equilibrium geometry. The level of theory is wB97M-V/def2-TZVPD.

Last column: Löwdin charge in e.
Geometry (Å):
O (-0.2791, 0.6300, -0.0766)  -0.0081
O (7.9383, 2.8630, 5.8673)  -0.1961
O (4.0973, -6.2816, 0.7867)  0.0151
O (0.2545, 6.6501, -6.7927)  0.0313
O (0.0430, -6.5709, 6.7940)  -0.1659
O (-5.9168, 4.9499, 5.3029)  -0.1990
O (3.2020, 8.0374, 3.9485)  -0.2093
O (2.6009, -5.2467, -8.7214)  -0.2203
O (-4.7584, -1.1891, -7.9157)  -0.1863
O (-8.3158, -6.8570, -2.3771)  -0.1999
O (-8.6493, 7.6686, -2.9255)  -0.2036
O (11.8886, 1.1523, -2.6351)  -0.1908
N (-6.5798, -2.4140, -9.7077)  0.0413
N (6.0314, 1.2256, 7.6276)  0.0013
N (-6.8153, -7.2980, 0.8827)  0.0342
N (6.1621, -6.1370, 0.0865)  0.1716
N (0.2923, 5.3845, -4.9892)  0.1493
N (5.4472, -8.0143, 0.8548)  0.1663
N (-0.5262, -0.9658, 1.5323)  0.1584
N (1.0784, -1.0866, 0.2289)  0.1630
N (-5.9765, 5.8031, -1.2192)  0.0123
N (-5.2252, 2.3719, 6.0832)  0.0309
N (-2.5140, -9.4110, 7.1834)  0.0202
N (8.6754, -0.7428, -2.6446)  0.0232
N (-0.6143, 7.2882, -4.8154)  0.1614
N (2.3129, -2.4167, -6.3109)  0.0323
N (5.3080, 7.5086, 6.8812)  0.0267
C (8.9519, 3.6847, 5.3879)  -0.1259
C (5.1764, -6.8029, 0.5416)  -0.8375
C (-0.4425, -9.3986, 8.3728)  -0.0756
C (-6.1461, -5.5881, -0.6691)  -0.0671
C (8.2213, 1.6586, 6.4968)  -0.1787
C (-8.7004, -7.5593, -3.5619)  -0.0957
C (4.4701, 8.1033, 4.6820)  -0.1648
C (2.5987, -3.7194, -6.8645)  -0.4304
C (0.0833, -0.3920, 0.5456)  -0.8023
C (2.2153, -3.9072, -8.3467)  -0.1740
C (1.2247, -6.9778, 7.5288)  -0.0957
C (6.9216, 0.7226, 6.6241)  -0.3677
C (-9.4902, 8.7693, -2.8126)  -0.1237
C (-1.3962, -8.5616, 7.5554)  -0.4495
C (-7.1826, 5.9923, -1.9256)  -0.4693
C (4.1130, 7.9027, 6.1587)  -0.4603
C (-4.3981, -0.2419, -6.9381)  -0.1116
C (11.0172, 0.1934, -1.9788)  -0.1772
C (-0.0539, 6.4611, -5.6333)  -0.8075
C (6.0199, 0.3940, 5.3139)  -0.0409
C (2.7803, 6.7445, 3.4687)  -0.1002
C (2.4047, -5.5326, -10.0633)  -0.1341
C (-6.3126, -0.7204, -11.3335)  -0.0715
C (-6.7769, 6.0197, 5.2358)  -0.1417
C (-3.2354, 3.6107, 5.7405)  -0.0812
C (-5.3955, 4.7051, 6.6230)  -0.1766
C (-4.4338, 3.4920, 6.5866)  -0.4445
C (3.6014, 9.2009, 6.7619)  -0.0675
C (8.8686, 1.6029, -1.9547)  -0.0744
C (-7.5728, 7.4847, -2.0419)  -0.1827
C (-0.7538, -7.6977, 6.4271)  -0.1897
C (-5.5946, -1.4615, -10.2122)  -0.4473
C (-4.9095, -0.5474, -9.1530)  -0.2183
C (9.6125, 0.4509, -2.6041)  -0.4215
C (-8.2328, 5.0288, -1.5101)  -0.0640
C (-7.2339, -6.5919, -0.3710)  -0.4379
C (12.4876, 0.4740, -3.7732)  -0.0956
C (-7.6489, -7.6523, -1.4002)  -0.2087
C (1.8144, -4.7115, -6.0022)  -0.0773
H (-5.2931, 0.1553, -6.4593)  0.0891
H (5.7352, 6.6510, 6.5619)  0.0673
H (2.8888, -1.7924, -6.8574)  0.0657
H (-5.6286, 0.2659, -9.0556)  0.1181
H (-5.7184, 0.0797, -11.7749)  0.0751
H (9.8760, 3.8443, 5.9435)  0.0873
H (4.7353, -8.5299, 1.3522)  0.1276
H (-0.7489, 8.2456, -5.1078)  0.1289
H (2.8441, -3.3049, -9.0024)  0.1151
H (7.8326, -0.5470, -3.1656)  0.0567
H (-6.4644, -4.9069, -1.4583)  0.0763
H (2.9556, -4.9433, -10.7963)  0.0899
H (-7.6337, -7.8823, 0.9774)  0.0510
H (7.2043, -0.2350, 7.0613)  0.1146
H (-8.9194, 4.8526, -2.3382)  0.0762
H (-3.7709, 0.5913, -7.2552)  0.0884
H (-5.6517, 2.8082, 5.2783)  0.0569
H (3.3335, 8.9178, 7.7799)  0.0738
H (-7.9209, 7.8591, -1.0793)  0.1167
H (1.0007, 4.7708, -5.3657)  0.1255
H (3.6488, -3.9681, -6.7110)  0.1424
H (8.5782, 4.6618, 5.0817)  0.0845
H (8.8272, 1.1525, 5.7452)  0.1159
H (-4.7877, -2.1020, -10.5683)  0.1295
H (-9.0502, 9.7387, -3.0466)  0.0832
H (1.7515, 6.8176, 3.1160)  0.0835
H (-3.9913, -0.1037, -9.5378)  0.1273
H (-6.7939, 8.1737, -2.3685)  0.1239
H (-0.1228, 5.3229, -4.0705)  0.1026
H (-7.3210, -1.8032, -9.3953)  0.0639
H (-7.2496, -0.3446, -10.9225)  0.0755
H (-10.1591, 8.4951, -3.6284)  0.0930
H (0.2643, -9.7726, 7.6321)  0.0720
H (-4.1988, 3.2412, 7.6210)  0.1382
H (2.4083, -6.6207, -10.1285)  0.0949
H (-6.1485, -7.9931, 0.5788)  0.0595
H (11.4570, -0.8037, -1.9979)  0.1140
H (-4.7800, 5.5176, 7.0092)  0.1194
H (1.1902, -3.7678, -8.6899)  0.1229
H (-2.5257, 2.7835, 5.7289)  0.0796
H (-0.8547, -10.3029, 8.8206)  0.0763
H (-1.3917, -0.5850, 1.8872)  0.1225
H (9.5224, 2.4675, -1.8402)  0.0796
H (8.4320, 1.3407, -0.9910)  0.0822
H (-6.0425, -4.9286, 0.1926)  0.0793
H (-3.8556, -0.8405, -6.2064)  0.0899
H (-6.0215, 2.3430, 6.7038)  0.0642
H (4.3205, 10.0073, 6.9055)  0.0774
H (-5.3868, 4.9891, -1.3178)  0.0780
H (1.5434, -0.8915, -0.6462)  0.1325
H (-6.2655, 4.6271, 7.2750)  0.1200
H (-0.0686, -8.3770, 5.9200)  0.1138
H (9.1059, -1.5066, -3.1460)  0.0509
H (-2.5707, 4.3974, 6.0975)  0.0794
H (6.0420, 2.2345, 7.5826)  0.0655
H (5.9606, 8.2710, 6.9951)  0.0687
H (2.1819, -4.6131, -4.9807)  0.0717
H (1.3831, -2.0859, -6.5258)  0.0740
H (6.3808, -0.4253, 4.6921)  0.0582
H (5.2006, 8.9004, 4.5432)  0.1267
H (3.3774, 7.1179, 6.3347)  0.1371
H (-6.5757, -1.3437, -12.1881)  0.0774
H (5.9005, 1.2583, 4.6605)  0.0631
H (-0.8505, 6.8675, -3.9281)  0.1083
H (10.6993, 0.3796, -0.9529)  0.1157
H (8.1430, 2.0075, -2.6604)  0.0761
H (-0.2064, -1.8232, 1.9598)  0.1134
H (6.8831, -6.7561, -0.2555)  0.1111
H (-8.1419, -5.9950, -0.2845)  0.1356
H (9.3175, 3.2961, 4.4374)  0.0811
H (-9.2041, -8.4936, -3.3141)  0.0802
H (-7.7711, 4.0627, -1.3063)  0.0793
H (5.0583, 0.9980, 7.4812)  0.0589
H (1.0446, -6.9523, 8.6036)  0.0789
H (-10.0280, 8.8462, -1.8676)  0.0858
H (1.6446, -7.9336, 7.2155)  0.0843
H (-1.5638, -7.4741, 5.7330)  0.1199
H (1.3448, -5.3105, -10.1874)  0.0782
H (1.9013, -5.7636, -6.2735)  0.0735
H (4.9867, 7.1837, 4.4070)  0.1009
H (-5.9907, 5.8969, -0.2136)  0.0727
H (1.1949, -2.0085, 0.6246)  0.1205
H (11.7208, 0.2329, -4.5094)  0.0796
H (5.0343, 0.1012, 5.6760)  0.0546
H (-1.8917, -7.7953, 8.1515)  0.1309
H (-8.8416, 5.4053, -0.6880)  0.0823
H (-7.6179, 5.9521, 5.9260)  0.0863
H (-3.4270, 3.7065, 4.6718)  0.0861
H (0.7549, -4.5128, -5.8407)  0.0755
H (-6.8222, 5.7332, -2.9211)  0.1401
H (6.3799, -8.3948, 0.7820)  0.1142
H (2.6954, 9.5298, 6.2529)  0.0808
H (-6.0739, -2.6984, -8.8811)  0.0596
H (-7.2422, 5.9158, 4.2556)  0.0904
H (1.9657, -6.1969, 7.3582)  0.0850
H (9.8028, 0.7195, -3.6432)  0.1110
H (-7.8098, -7.7502, -4.1606)  0.0861
H (-8.2150, -8.4957, -1.0048)  0.1200
H (2.7828, 5.9759, 4.2415)  0.0791
H (3.3571, 6.4195, 2.6028)  0.0807
H (13.1221, 1.2403, -4.2184)  0.0866
H (-9.4497, -7.0110, -4.1329)  0.0847
H (0.1125, -8.8238, 9.1141)  0.0646
H (-6.2895, 6.9919, 5.3097)  0.0913
H (6.0764, -5.1820, -0.2309)  0.1314
H (-2.9410, -8.9053, 6.4205)  0.0559
H (-5.2563, -6.1674, -0.9156)  0.0806
H (-3.2923, -9.4022, 7.8270)  0.0747
H (-6.7746, -8.1153, -1.8575)  0.1217
H (8.7439, 1.7609, 7.4479)  0.1240
H (13.1301, -0.3740, -3.5362)  0.0841

Results
E in eV: -89154.349
Energy above the lowest of the compared OMol25 structures with the same formula, charge and spin in kcal/mol: 243.1
Structure (SMILES): COC[C@H](C)N.COC[C@H](C)N.COC[C@H](C)N.COC[C@H](C)N.COC[C@H](C)N.COC[C@H](C)N.COC[C@H](C)N.COC[C@H](C)N.COC[C@H](C)N.NC(N)=O.NC(N)=O.NC(N)=O



This record from the Open Molecules 2025 dataset describes a gas-phase ion, C11H15N4 (charge +1) in a non-equilibrium geometry. The level of theory is wB97M-V/def2-TZVPD.

Last column: natural (NBO) charge in e.
Geometry (Å):
N (0.1658, 1.9264, 0.2452)  -0.3729
N (4.4868, -0.6226, -0.1392)  -0.3846
N (-0.7347, -1.2744, -0.7124)  -0.6127
N (-2.8521, -0.9496, -0.1818)  -0.5298
C (4.1088, 0.5723, -0.5588)  0.0546
C (1.7765, 0.2604, 0.1444)  -0.0869
C (0.4034, 0.6995, 0.2634)  0.3166
C (-2.2372, 1.4927, -0.2962)  -0.4572
C (-0.6627, -0.3692, 0.4157)  -0.1577
C (2.2183, -1.0632, 0.4992)  -0.2606
C (-2.1286, 0.2109, 0.5038)  -0.0415
C (2.8012, 1.0734, -0.3891)  -0.1883
C (3.6010, -1.3879, 0.4691)  0.0415
C (-1.1327, 2.5120, 0.1054)  -0.2447
C (-1.8321, -2.1260, -0.2375)  -0.0415
H (-3.1383, 1.8806, -0.0739)  0.2358
H (4.6705, 1.2516, -1.1712)  0.2039
H (-0.0305, -1.9323, -0.9645)  0.4158
H (1.6093, -1.7869, 0.8932)  0.1949
H (-2.3603, -2.7101, -1.0360)  0.2271
H (-2.2921, 0.2032, 1.6039)  0.2435
H (-1.2939, 2.9864, 0.9790)  0.2191
H (-3.7677, -1.2474, 0.2652)  0.4441
H (-0.3348, -0.7077, 1.4543)  0.2213
H (2.6373, 2.0089, -0.6664)  0.2162
H (-3.1099, -0.4695, -1.0242)  0.4436
H (4.1068, -2.2346, 0.7529)  0.2127
H (-1.8197, -2.6938, 0.6822)  0.2180
H (-1.9987, 1.1592, -1.2561)  0.2194
H (-0.8596, 3.3375, -0.5699)  0.2504

Results
E in eV: -17601.163
Energy above the lowest of the compared OMol25 structures with the same formula, charge and spin in kcal/mol: 48.6
Charge: +1
Structure (SMILES): c1cc(C2=NCC[C@H]3[NH2+]CN[C@@H]23)ccn1